1.
A 2-piece molecular cluster, C15H17BrCl2F7NO3PS2 overall in a non-equilibrium geometry. Source: the Open Molecules 2025 dataset; level of theory: ωB97M-V/def2-TZVPD.

Geometry as XYZ:
```
49
Properties=species:S:1:pos:R:3:nbo_charge:R:1
C -0.0447 -1.7469 4.0497 -0.6098
C 0.4478 -1.5303 2.5430 -0.4216
C -0.7683 -0.9025 1.7379 -0.5076
C -0.3211 0.0088 0.5272 0.4630
N 0.9347 -0.1787 -0.0065 -0.5095
C 1.4438 0.6136 -1.0576 -0.0502
P 3.2055 0.3551 -1.7191 0.7608
S 3.7086 1.7674 -2.9746 -0.4971
C 0.6717 1.6727 -1.6630 -0.2141
C -0.7121 1.8851 -1.1080 0.1897
C -1.5161 3.0727 -1.7699 -0.5620
C -1.7625 4.1397 -0.6026 0.5095
O -2.7474 4.7963 -0.5637 -0.4409
Br -0.4566 4.3746 0.8439 0.0057
C -1.2552 1.0430 0.0001 -0.3923
S -2.9319 1.2980 0.6658 2.0235
O -3.8270 1.9901 -0.2674 -0.8616
O -2.7832 2.1487 1.8493 -0.8527
C -3.8296 -0.2923 1.0827 0.4387
F -3.6847 -0.6521 2.4117 -0.2945
F -3.4109 -1.2715 0.2039 -0.3069
C -5.4124 -0.1342 0.8756 0.5748
F -5.7524 -0.1849 -0.4563 -0.2842
F -5.8891 1.0057 1.4948 -0.2831
C -6.2224 -1.3474 1.5709 0.9322
F -6.5040 -0.9563 2.8537 -0.2934
F -7.3951 -1.5079 0.8919 -0.2904
F -5.5559 -2.5367 1.5089 -0.3045
H 0.2591 -2.7612 4.4123 0.2368
H 0.3659 -0.9204 4.6850 0.2321
H -1.1735 -1.6859 4.0635 0.2147
H 0.6608 -2.5444 2.0909 0.2176
H 1.3499 -0.8657 2.5122 0.2050
H -1.4312 -1.7427 1.4120 0.2723
H -1.2790 -0.1828 2.4483 0.2616
H 1.5798 -0.9037 0.3261 0.4551
H 4.0403 0.5413 -0.5643 0.0281
H 3.4213 -0.9621 -2.2069 0.0306
H 1.0577 2.3370 -2.4713 0.3080
H -2.4781 2.7092 -2.2147 0.3054
H -0.8787 3.6125 -2.5296 0.2692
Cl 8.8198 -0.6555 -3.7577 -0.0343
C 7.8111 -1.9992 -3.1738 -0.3981
C 6.3472 -1.6253 -3.1119 -0.3803
Cl 6.0144 -0.4206 -1.8361 -0.0622
H 8.1877 -2.3068 -2.1985 0.2285
H 7.9504 -2.8270 -3.8699 0.2348
H 5.7495 -2.5078 -2.8777 0.2188
H 5.9961 -1.2183 -4.0603 0.2349
```

Output
Charge   +1
Highest occupied orbital energy   -12.10 eV
LUMO level   -5.4 eV

=====

2.
C15H17Cl2N3O3SeV as an isolated structure in a non-equilibrium geometry. Source: the Open Molecules 2025 dataset; level of theory: ωB97M-V/def2-TZVPD.

Geometry as XYZ:
```
42
Properties=species:S:1:pos:R:3:nbo_charge:R:1
V -0.4956 -0.7074 0.1299 1.2166
C -0.3182 1.7715 3.1459 -0.6627
C -0.9569 0.5695 2.5282 0.0679
C -0.3947 -0.7162 2.6881 -0.1813
C -1.0141 -1.8561 2.1694 -0.2475
C -2.1896 -1.7293 1.4195 -0.2689
C -2.7348 -0.4534 1.2154 -0.1202
C -2.1309 0.6713 1.7749 -0.1711
H 0.0941 1.5267 4.1240 0.2617
H -1.0404 2.5777 3.2579 0.2607
H 0.5007 2.1456 2.5265 0.2574
H 0.5262 -0.8327 3.2446 0.2771
H -0.5660 -2.8336 2.3010 0.2825
H -2.6480 -2.6000 0.9682 0.2883
H -3.6143 -0.3430 0.5944 0.2701
H -2.5634 1.6472 1.5937 0.2723
O -0.8220 2.8418 -2.0107 -0.4222
C -0.8891 1.8298 -1.4559 0.8845
N -0.9554 0.7658 -0.8845 -0.8405
Cl -2.4425 -1.9491 -2.0939 0.0926
C -1.1162 -3.0777 -2.4073 -0.3301
Cl -1.1133 -4.4354 -1.2899 0.0665
C 0.1942 -2.3113 -2.2540 0.7642
O 1.0330 -2.1715 -3.0791 -0.4600
O 0.3464 -1.7631 -1.0182 -0.7013
H -1.2115 -3.4253 -3.4318 0.2863
C 2.5955 1.5987 -2.1748 -0.4022
N 3.0757 0.2748 -1.8011 -0.2937
C 3.9096 -0.4909 -2.5648 -0.0192
C 4.1665 -1.6286 -1.8692 -0.0153
N 3.4828 -1.5400 -0.6910 -0.3010
C 3.5031 -2.5343 0.3739 -0.4052
C 2.8033 -0.3816 -0.6615 0.2323
Se 1.7790 0.2319 0.8007 0.1207
H 2.8156 1.7585 -3.2259 0.2481
H 3.0914 2.3620 -1.5787 0.2424
H 1.5235 1.6529 -2.0254 0.2170
H 4.2557 -0.1649 -3.5296 0.2647
H 4.7766 -2.4804 -2.1116 0.2625
H 4.0335 -3.4115 0.0154 0.2468
H 2.4836 -2.8126 0.6314 0.2187
H 4.0128 -2.1339 1.2478 0.2408
```

Output
Charge   +2
Energy above the lowest of the compared OMol25 structures with the same formula, charge and spin   0.00 kcal per mole
Highest occupied orbital energy (alpha / beta)   -15.66 / -15.58 eV
LUMO level (alpha / beta)   -9.0 / -7.9 eV
Spin multiplicity   2

=====

3.
C15H17Co2O7Si as an isolated structure in a non-equilibrium geometry. Source: the Open Molecules 2025 dataset; level of theory: ωB97M-V/def2-TZVPD.

Geometry as XYZ:
```
42
Properties=species:S:1:pos:R:3:nbo_charge:R:1
C -0.5388 -3.8582 -0.4793 -0.6990
C 0.3463 -2.6908 -0.7474 0.5755
C -0.0467 -1.3689 -0.9715 -0.6793
O 1.6516 -3.0544 -0.8464 -0.7996
Si 2.9816 -2.1592 -0.3234 1.8711
C 4.3592 -3.4102 -0.3078 -1.1424
C 3.3237 -0.7702 -1.5143 -1.1483
C 2.6019 -1.5147 1.3867 -1.1441
H -1.5166 -3.5172 -0.1360 0.2386
H -0.7025 -4.4353 -1.4018 0.2753
H -0.0993 -4.5346 0.2713 0.2582
H 0.4560 -0.9416 -1.8834 0.2852
H -1.0582 -1.1183 -0.5743 0.2459
H 5.2782 -2.9971 0.1298 0.2566
H 4.0794 -4.2987 0.2717 0.2574
H 4.5938 -3.7476 -1.3250 0.2566
H 4.2501 -0.2632 -1.2098 0.2640
H 3.4724 -1.1530 -2.5322 0.2586
H 2.5363 -0.0106 -1.5534 0.2106
H 3.4980 -1.0421 1.8137 0.2622
H 1.7918 -0.7746 1.4042 0.2211
H 2.3105 -2.3351 2.0573 0.2570
O -0.2620 5.7876 0.8321 -0.4370
C -1.1659 5.0707 0.8594 0.6170
Co -2.5382 3.9538 0.9326 -0.0220
C -2.0152 3.2051 2.4629 0.4670
O -1.6452 2.7289 3.4476 -0.4612
C -3.6817 5.2730 1.2718 0.5312
O -4.4263 6.1270 1.4911 -0.4297
C -1.6346 2.8571 -0.6232 -0.5009
C -1.0625 1.6255 -0.5156 0.0569
C 0.0203 0.7865 -0.7034 -0.2322
Co -2.8144 1.6086 -0.1242 -0.0071
C -2.4002 0.5682 1.2304 0.5629
O -2.0352 -0.1083 2.0992 -0.4512
C -3.7684 0.5247 -1.1801 0.5855
O -4.3375 -0.2293 -1.8518 -0.4307
C -4.2121 2.5784 0.7071 0.4470
O -5.3266 2.6179 1.0443 -0.4494
H -1.3975 3.5782 -1.4119 0.2443
H 0.6251 0.6316 0.1936 0.2717
H 0.5096 0.8105 -1.6907 0.2565
```

Output
Charge   +1
Energy above the lowest of the compared OMol25 structures with the same formula, charge and spin   50.59 kcal per mole
Highest occupied orbital energy   -11.49 eV
LUMO level   -5.7 eV

=====

4.
C15H17CsN4OS2 as an isolated structure in a non-equilibrium geometry. Source: the Open Molecules 2025 dataset; level of theory: ωB97M-V/def2-TZVPD.

Geometry as XYZ:
```
40
Properties=species:S:1:pos:R:3:nbo_charge:R:1
Cs 0.0134 -0.0479 0.1616 0.9324
S 2.9680 0.8670 0.2254 -0.5446
C 2.3171 2.5181 0.1405 0.0945
C 3.1940 3.6301 0.1119 -0.2787
C 2.7155 4.9111 0.0063 -0.1790
C 1.3365 5.1294 -0.0577 -0.3241
C 0.5346 4.0074 -0.0094 0.0324
N 0.9910 2.7580 0.0848 -0.5672
H 4.2593 3.4446 0.1597 0.2225
H 3.4085 5.7441 -0.0299 0.2089
H 0.9013 6.1146 -0.1554 0.2123
H -0.5466 4.1255 -0.0544 0.1736
O -2.5231 -0.9185 -0.1878 -0.7353
C -3.1557 -2.1858 -0.0700 -0.0930
C -2.1066 -3.2751 -0.0583 0.1925
C -2.5469 -4.5965 -0.0437 -0.2498
C -1.6123 -5.6093 -0.0049 -0.1553
C -0.2662 -5.2722 0.0119 -0.2597
C 0.0766 -3.9346 -0.0120 0.0479
N -0.8219 -2.9413 -0.0477 -0.4543
H -3.1815 -0.2376 -0.0109 0.4828
H -3.8479 -2.3610 -0.8990 0.1813
H -3.7293 -2.2358 0.8604 0.1877
H -3.6083 -4.8123 -0.0614 0.2173
H -1.9238 -6.6458 0.0123 0.2211
H 0.5093 -6.0247 0.0424 0.2258
H 1.1180 -3.6316 -0.0044 0.2020
C 3.0952 0.7470 3.8044 -0.4056
N 2.1056 1.8003 3.6048 -0.3516
C 2.3943 3.1490 3.4757 -0.0603
C 1.2260 3.7935 3.2885 -0.0825
N 0.2476 2.8196 3.3063 -0.5293
C 0.7821 1.5918 3.4875 0.2807
S -0.0496 0.0934 3.5272 -0.4218
H 4.0492 1.2380 3.9798 0.2049
H 3.1501 0.1469 2.8994 0.2543
H 2.8097 0.1535 4.6690 0.2179
H 3.4083 3.5047 3.4896 0.2339
H 1.0200 4.8304 3.0980 0.2363
H -0.7379 2.9393 3.1598 0.4291
```

Output
Charge   0
Energy above the lowest of the compared OMol25 structures with the same formula, charge and spin   9.62 kcal per mole
Highest occupied orbital energy   -6.51 eV
LUMO level   -0.1 eV

=====

5.
C15H17FN2O2 as an isolated structure in a non-equilibrium geometry. Source: the Open Molecules 2025 dataset; level of theory: ωB97M-V/def2-TZVPD.

Geometry as XYZ:
```
37
Properties=species:S:1:pos:R:3:nbo_charge:R:1
C -2.4685 -2.5959 1.4532 -0.6010
H -3.3789 -2.3369 1.6469 0.1849
C -1.7976 -1.4911 0.3510 -0.0071
N -0.5020 -1.9048 0.1032 -0.5523
C 0.4295 -1.0871 0.0557 0.7409
O 0.1198 0.1351 0.6176 -0.7652
N 1.5658 -1.5124 0.0209 -0.5406
C 2.8456 -0.6814 -0.2807 0.0862
C 3.9610 -1.3851 -0.6170 -0.2658
C 5.2845 -0.8323 -0.5668 -0.1911
C 5.3069 0.7535 -0.2149 -0.2421
C 4.1147 1.3358 0.0219 0.3951
C 2.9954 0.4642 0.0567 -0.2454
H 2.1254 1.3025 0.4913 0.2808
F 4.3091 2.5312 0.3141 -0.2781
H 6.2459 1.0289 -0.1290 0.2032
H 6.1575 -1.5118 -0.7881 0.2295
H 3.8984 -2.5114 -0.6961 0.2041
H 1.8273 -2.2521 -0.4678 0.3734
H -0.3734 -2.7349 -0.1290 0.3653
H -2.0199 -0.5848 0.7288 0.2508
C -2.8496 -1.4656 -0.7913 -0.4205
H -2.8310 -2.4648 -1.2771 0.1848
H -2.2221 -0.9217 -1.4927 0.1941
C -4.1298 -0.7673 -1.0590 -0.3329
C -3.9666 0.5000 -0.3640 0.2675
C -4.3628 0.8788 0.8317 -0.3037
C -4.0087 2.5977 0.6704 -0.2592
C -3.6259 2.5423 -0.4413 0.1390
O -3.5126 1.3622 -1.1287 -0.4335
H -3.1590 3.5407 -1.1340 0.1744
H -4.1956 3.1755 1.3154 0.1843
H -4.7619 0.6227 1.7143 0.2168
H -4.6337 -1.0970 -1.8184 0.2348
H -4.7699 -1.5724 -0.1112 0.1257
H -1.8663 -2.4134 2.3043 0.2187
H -2.5045 -3.5866 0.7590 0.1841
```

Output
Charge   0
Energy above the lowest of the compared OMol25 structures with the same formula, charge and spin   379.95 kcal per mole
Highest occupied orbital energy   -8.75 eV
LUMO level   0.6 eV

=====

6.
C15H17FN2O2 in the gas phase in a non-equilibrium geometry. Source: the Open Molecules 2025 dataset; level of theory: ωB97M-V/def2-TZVPD.

Geometry as XYZ:
```
37
Properties=species:S:1:pos:R:3:nbo_charge:R:1
C 5.2824 3.8519 -0.7895 -0.6189
C 3.9622 3.1669 -1.1015 -0.0542
O 4.2217 1.8285 -1.4611 -0.5437
C 3.0600 1.1038 -1.7811 -0.0566
C 3.4666 -0.3204 -2.1466 -0.4177
C 2.2693 -1.1583 -2.5941 -0.2263
N 1.2974 -1.3239 -1.5383 -0.6036
C 0.1290 -0.6512 -1.5204 0.6726
O -0.2525 0.0729 -2.4178 -0.6271
C -0.7023 -0.8758 -0.2870 -0.2700
C -0.2501 -1.8296 0.6450 0.2589
N 0.1368 -2.6511 1.3479 -0.2967
C -1.8652 -0.2066 -0.1719 -0.0258
C -2.7981 -0.2654 0.9387 -0.1748
C -4.1722 -0.2951 0.6871 -0.1613
C -5.0852 -0.3848 1.7188 -0.2147
C -4.6497 -0.4193 3.0348 -0.1761
C -3.2970 -0.3497 3.3169 -0.2756
C -2.3925 -0.2766 2.2751 0.4316
F -1.0862 -0.1430 2.5752 -0.3152
H 5.1068 4.8867 -0.5090 0.2097
H 5.9290 3.8209 -1.6618 0.2113
H 5.7804 3.3379 0.0277 0.2116
H 3.2972 3.1957 -0.2230 0.1590
H 3.4477 3.6826 -1.9285 0.1594
H 2.3697 1.1001 -0.9214 0.1612
H 2.5344 1.5757 -2.6265 0.1684
H 4.1965 -0.2751 -2.9549 0.2181
H 3.9497 -0.7819 -1.2834 0.2036
H 2.6085 -2.1464 -2.9185 0.2039
H 1.7523 -0.6656 -3.4208 0.2319
H 1.5774 -1.8544 -0.7262 0.4103
H -2.1432 0.4154 -1.0160 0.2492
H -4.5103 -0.2712 -0.3381 0.2210
H -6.1408 -0.4223 1.4983 0.2195
H -5.3623 -0.4868 3.8420 0.2214
H -2.9298 -0.3486 4.3309 0.2357
```

Output
Charge   0
Energy above the lowest of the compared OMol25 structures with the same formula, charge and spin   23.25 kcal per mole
Highest occupied orbital energy   -9.41 eV
LUMO level   -0.5 eV
SMILES   CCOCCCNC(=O)/C(C#N)=C/c1ccccc1F

=====

| no. | calculated total energy (hartree) |
| --- | --- |
| 1 | -6193.05369 |
| 2 | -5237.08891 |
| 3 | -4163.06522 |
| 4 | -1692.59975 |
| 5 | -941.06250 |
| 6 | -941.63094 |